1.
Molecular formula: C23H31N7O
Method: DFT, wB97M-V/def2-TZVPD

```
62
Properties=species:S:1:pos:R:3
C 2.336 1.543 5.145
H 3.254 1.431 4.574
H 1.939 0.555 5.370
C 1.306 2.384 4.400
H 1.737 3.357 4.158
H 0.447 2.544 5.053
C 0.798 1.752 3.089
N 0.145 0.494 3.431
C 0.062 -0.744 2.878
N -0.751 -1.461 3.624
N -1.163 -0.676 4.605
N -0.652 0.476 4.506
C 0.728 -1.288 1.655
N 0.299 -0.543 0.481
C -1.137 -0.549 0.233
C -1.440 0.463 -0.868
N -0.729 0.104 -2.075
C -1.228 0.505 -3.308
C -0.422 1.080 -4.286
C -0.929 1.409 -5.541
C -2.265 1.179 -5.834
C -3.072 0.611 -4.858
C -2.575 0.272 -3.620
H -3.224 -0.197 -2.898
H -4.111 0.421 -5.083
H -2.686 1.426 -6.794
O -0.023 1.965 -6.401
C -0.462 2.338 -7.682
H 0.410 2.755 -8.185
H -1.248 3.100 -7.633
H -0.829 1.477 -8.250
H 0.616 1.304 -4.107
C 0.695 0.069 -1.844
C 0.996 -0.937 -0.732
H 0.688 -1.938 -1.063
H 2.072 -0.945 -0.534
H 1.083 1.061 -1.555
H 1.201 -0.260 -2.753
H -1.122 1.468 -0.535
H -2.512 0.492 -1.054
H -1.484 -1.542 -0.076
H -1.660 -0.265 1.149
C 0.508 -2.795 1.652
N -0.254 -3.325 0.711
C -0.453 -4.633 0.713
C 0.095 -5.485 1.654
C 0.905 -4.935 2.636
C 1.124 -3.570 2.633
H 1.749 -3.107 3.381
H 1.359 -5.560 3.391
H -0.103 -6.545 1.621
H -1.086 -5.003 -0.084
H 1.812 -1.127 1.749
C -0.278 2.653 2.473
H 0.141 3.628 2.239
H -0.659 2.207 1.557
H -1.103 2.783 3.170
C 1.933 1.553 2.093
H 1.545 1.176 1.150
H 2.681 0.862 2.475
H 2.415 2.512 1.918
H 2.583 2.023 6.088
```

Properties
Orbital gap = 8.4 eV
SMILES = CCC(C)(C)n1nnnc1[C@@H](c1ccccn1)N1CCN(c2cccc(OC)c2)CC1
Max |F| = 1.425 eV Å⁻¹
DFT total energy = -1353.51845 Ha



2.
Molecular formula: C3H6F9KO12S3
Method: DFT, wB97M-V/def2-TZVPD

```
34
Properties=species:S:1:pos:R:3
K 1.285 -0.126 -0.139
C -1.200 5.835 -0.333
F -1.023 7.125 -0.736
F -0.779 5.590 0.943
F -2.463 5.461 -0.353
S -0.189 4.654 -1.534
O -0.715 3.339 -1.265
O -0.458 5.075 -2.933
O 1.207 4.785 -1.137
C 1.117 -2.732 3.942
F 1.438 -1.475 3.495
F 1.595 -2.942 5.167
F -0.212 -2.984 3.773
S 2.113 -3.943 2.797
O 2.123 -3.319 1.503
O 3.448 -3.927 3.425
O 1.361 -5.169 2.914
C -4.065 -1.802 0.669
F -3.306 -0.664 0.911
F -4.421 -2.275 1.870
F -5.178 -1.413 -0.019
S -3.077 -3.073 -0.503
O -3.321 -4.501 -0.068
O -3.568 -2.802 -1.873
O -1.638 -2.750 -0.447
O 3.858 2.656 0.777
H 4.726 3.017 0.599
H 3.259 3.216 0.283
O 0.291 -2.133 -3.770
H -0.478 -1.837 -4.256
H -0.066 -2.527 -2.974
O 2.548 0.761 -3.345
H 2.285 0.179 -4.058
H 3.503 0.700 -3.325
```

Properties
Orbital gap = 7.5 eV
Energy relative to the best compared isomer or geometry (same formula, charge and spin) = 103.7 kJ/mol
Net charge = -2
Max |F| = 4.251 eV Å⁻¹
DFT total energy = -3714.26337 Ha



3.
Molecular formula: C3H10N2O
Method: DFT, wB97M-V/def2-TZVPD

```
16
Properties=species:S:1:pos:R:3
C 0.425 0.881 0.916
N -0.234 1.468 -0.282
C -1.272 0.549 -0.698
O -1.576 -0.602 -0.257
C 1.265 -0.328 0.449
N 2.139 0.024 -0.682
H -0.296 0.605 1.706
H 1.104 1.676 1.388
H -3.584 -2.325 -0.035
H -2.061 1.096 -1.214
H -0.127 0.535 -1.169
H -2.998 -2.755 0.121
H 1.817 -0.806 1.280
H 0.493 -1.029 0.040
H 3.125 0.147 -0.443
H 1.780 0.863 -1.119
```

Properties
Orbital gap = 9.3 eV
Energy relative to the best compared isomer or geometry (same formula, charge and spin) = 501.6 kJ/mol
Max |F| = 5.552 eV Å⁻¹
DFT total energy = -304.88358 Ha



4.
Molecular formula: C39H36CoN6OS2Te
Method: DFT, wB97M-V/def2-TZVPD

```
86
Properties=species:S:1:pos:R:3
Co -0.695 -0.960 -2.109
C -1.030 -5.188 -1.601
C -0.426 -5.642 -2.798
C 0.111 -4.736 -3.664
C 0.056 -3.356 -3.366
N -0.611 -2.919 -2.230
C -1.099 -3.840 -1.379
C 0.674 -2.327 -4.114
C 1.503 -2.425 -5.258
C 2.066 -1.296 -5.778
C 1.844 -0.026 -5.178
C 1.032 0.022 -4.084
N 0.452 -1.087 -3.593
C 0.649 1.225 -3.306
C 1.034 2.516 -3.607
C 0.541 3.560 -2.839
C -0.326 3.286 -1.798
C -0.661 1.967 -1.543
N -0.175 0.962 -2.269
H -1.441 -5.873 -0.875
H -0.388 -6.700 -3.024
H 0.588 -5.060 -4.579
H -1.564 -3.453 -0.481
H 1.686 -3.389 -5.713
H 2.694 -1.365 -6.656
H 2.286 0.870 -5.588
H 1.676 2.701 -4.456
H 0.807 4.582 -3.077
H -0.774 4.072 -1.209
H -1.349 1.691 -0.760
S -2.672 -0.409 -3.857
C -3.065 1.250 -3.692
S -4.161 1.303 -2.408
C -2.597 2.274 -4.477
C -2.964 3.627 -4.203
N -3.221 4.722 -3.954
C -1.664 2.020 -5.530
N -0.909 1.826 -6.378
C -3.949 -1.852 -0.656
C -2.752 -1.263 0.043
O -2.812 -1.211 1.340
N -1.735 -0.852 -0.618
Te -0.416 -0.966 1.923
C 0.717 -1.120 3.727
C 1.793 -2.014 3.751
C 2.195 -2.909 2.602
C 2.581 -2.070 4.900
C 2.315 -1.291 6.012
C 3.169 -1.375 7.247
C 1.214 -0.440 5.972
C 0.400 -0.344 4.854
C -0.777 0.591 4.905
C -0.090 1.114 1.736
C 1.227 1.507 1.470
C 2.353 0.532 1.246
C 1.505 2.867 1.390
C 0.516 3.828 1.540
C 0.836 5.294 1.449
C -0.786 3.400 1.762
C -1.121 2.053 1.865
C -2.574 1.711 2.059
H -4.094 -2.863 -0.272
H -3.824 -1.862 -1.735
H -4.827 -1.259 -0.401
H 1.425 -3.029 1.844
H 2.446 -3.902 2.972
H 3.083 -2.514 2.102
H 3.423 -2.755 4.919
H 4.025 -2.031 7.093
H 2.595 -1.760 8.091
H 3.542 -0.389 7.530
H 0.976 0.159 6.844
H -1.069 0.771 5.939
H -1.645 0.188 4.383
H -0.537 1.554 4.450
H 2.038 -0.324 0.644
H 2.744 0.146 2.192
H 3.170 1.020 0.717
H 2.522 3.178 1.181
H 1.815 5.458 1.000
H 0.843 5.750 2.441
H 0.091 5.822 0.853
H -1.579 4.135 1.851
H -3.062 2.483 2.653
H -2.736 0.748 2.534
H -3.079 1.662 1.091
```

Properties
Orbital gap (spin up / spin down) = 5.3 / 5.7 eV
⟨S²⟩ = 8.824
Multiplicity = 6
Max |F| = 0.450 eV Å⁻¹
DFT total energy = -4358.60229 Ha



5.
Molecular formula: C31H30CrN6O3Si
Method: DFT, wB97M-V/def2-TZVPD

```
72
Properties=species:S:1:pos:R:3
Cr 0.521 0.501 -0.507
O 0.049 -1.293 -4.108
C 0.262 -1.004 -2.918
N -0.217 0.100 -2.252
C -1.423 0.718 -2.536
C -2.000 0.862 -3.792
C -3.244 1.473 -3.923
C -3.914 1.915 -2.795
C -3.349 1.777 -1.528
C -2.087 1.197 -1.365
N -1.369 0.979 -0.178
C -1.796 1.476 1.038
O -2.805 2.204 1.174
C -1.000 1.121 2.207
C -1.547 1.296 3.473
C -1.085 0.587 4.571
C -0.141 -0.452 4.303
C 0.452 -0.549 3.092
N 0.293 0.465 2.092
C 0.990 -1.854 -1.989
C 1.727 -2.976 -2.381
C 2.375 -3.742 -1.442
C 2.283 -3.348 -0.071
C 1.530 -2.243 0.247
N 0.866 -1.498 -0.643
H -1.472 0.480 -4.654
H -3.677 1.608 -4.909
H -4.896 2.368 -2.890
H -3.878 2.132 -0.661
H -2.441 1.905 3.544
H -1.531 0.695 5.552
H 0.049 -1.218 5.049
H 1.124 -1.366 2.843
H 1.768 -3.208 -3.437
H 2.941 -4.622 -1.725
H 2.807 -3.886 0.708
H 1.441 -1.933 1.282
O 2.542 0.431 -0.710
C 3.495 1.280 -0.830
C 4.828 0.812 -0.906
C 5.902 1.670 -0.992
C 5.693 3.048 -1.031
C 4.404 3.536 -0.992
C 3.284 2.693 -0.890
C 1.952 3.243 -0.869
N 0.782 2.621 -0.697
C -0.197 3.584 -0.737
C 0.359 4.799 -0.937
N 1.719 4.582 -0.995
H 4.974 -0.261 -0.892
H 6.911 1.274 -1.019
H 6.530 3.734 -1.091
H 4.272 4.611 -1.039
H -1.241 3.354 -0.609
H -0.076 5.778 -1.018
H 2.405 5.246 -1.297
C 3.989 2.445 3.365
Si 2.091 2.443 3.528
C 1.484 4.219 3.247
C 1.778 2.049 5.353
C 1.479 1.366 2.070
H 4.446 3.221 3.985
H 4.293 2.620 2.328
H 4.404 1.482 3.675
H 1.766 4.883 4.068
H 0.396 4.239 3.149
H 1.907 4.627 2.323
H 2.280 2.801 5.972
H 2.170 1.068 5.627
H 0.715 2.057 5.585
H 1.319 2.102 1.277
H 2.329 0.743 1.766
```

Properties
Orbital gap (spin up / spin down) = 3.5 / 4.5 eV
⟨S²⟩ = 6.044
Energy relative to the best compared isomer or geometry (same formula, charge and spin) = 72.5 kJ/mol
Net charge = -2
Multiplicity = 5
Max |F| = 0.967 eV Å⁻¹
DFT total energy = -3087.64695 Ha



6.
Molecular formula: C4H11N2O
Method: DFT, wB97M-V/def2-TZVPD

```
18
Properties=species:S:1:pos:R:3
O -1.774 1.016 2.427
C -1.200 0.029 2.063
C -0.014 0.053 1.044
C -0.232 -1.032 -0.041
C -0.144 -0.617 -1.531
N 1.102 0.169 -1.731
N 0.206 1.426 0.563
H -1.241 -0.955 2.577
H 0.695 -0.302 1.804
H -1.221 -1.473 0.144
H 0.534 -1.793 0.029
H -0.968 -0.011 -1.890
H -0.100 -1.595 -2.047
H 1.097 0.641 -2.653
H 2.071 -0.261 -1.630
H 1.138 0.949 -1.055
H -0.697 1.908 0.623
H 0.750 1.849 1.305
```

Properties
Orbital gap (spin up / spin down) = 3.9 / 10.6 eV
⟨S²⟩ = 0.751
Energy relative to the best compared isomer or geometry (same formula, charge and spin) = 236.4 kJ/mol
Multiplicity = 2
Max |F| = 2.001 eV Å⁻¹
DFT total energy = -343.60867 Ha